1.
This record from the Open Molecules 2025 dataset describes a cluster of 2 separate species, C3H12N2O in total in a non-equilibrium geometry. The level of theory is wB97M-V/def2-TZVPD.

Geometry (Å):
C (-0.74, -0.54, -1.76)
C (0.24, 0.09, -0.80)
N (1.17, 0.98, -1.51)
C (-0.60, 0.71, 0.39)
N (0.14, 0.93, 1.67)
H (-1.32, -1.28, -1.32)
H (-0.30, -0.98, -2.60)
H (-1.46, 0.14, -2.06)
H (0.89, -0.64, -0.21)
H (1.51, 1.80, -1.06)
H (1.19, 0.93, -2.53)
H (-0.91, 1.87, 0.15)
H (-1.54, 0.17, 0.75)
H (-0.40, 0.48, 2.47)
H (0.10, 1.85, 2.00)
O (0.39, -2.06, 2.27)
H (1.01, -1.42, 1.84)
H (0.63, -3.04, 2.32)

Computed properties:
M: 92.1 g/mol
energy relative to the best compared isomer or geometry (same formula, charge and spin): 33.9 kcal/mol
net charge: 0
E_tot: -8331.85387 eV
SMILES: C[C@@H](N)CN.O
HOMO level: -8.59 eV

2.
This record from the Open Molecules 2025 dataset describes a cluster of 2 separate species, C3H12N2O in total. The level of theory is wB97M-V/def2-TZVPD.

Geometry (Å):
C (-0.24, 0.54, 1.24)
C (0.31, 0.41, -0.18)
N (0.07, 1.59, -1.03)
C (1.82, 0.05, -0.18)
N (2.18, -1.26, -0.68)
H (-0.06, -0.41, 1.75)
H (-1.30, 0.80, 1.27)
H (0.33, 1.28, 1.81)
H (-0.18, -0.44, -0.64)
H (0.82, 2.26, -0.90)
H (-0.71, 2.13, -0.67)
H (2.31, 0.80, -0.80)
H (2.24, 0.21, 0.82)
H (1.74, -2.01, -0.18)
H (1.91, -1.34, -1.65)
O (-3.39, -1.18, 0.56)
H (-3.83, -1.02, 1.40)
H (-3.46, -0.34, 0.10)

Computed properties:
M: 92.1 g/mol
energy relative to the best compared isomer or geometry (same formula, charge and spin): 7.2 kcal/mol
net charge: 0
E_tot: -8333.01069 eV
SMILES: C[C@@H](N)CN.O
HOMO level: -9.20 eV

What is the net charge in the second record? 0